No. 1
ORCA calculation (ωB97M-V/def2-TZVPD) on C15H37BrCl2FNO11P4Si2 as an isolated structure.

Properties
LUMO in eV: -1.38
2S+1: 1
Total charge: 0

Each line ends with the Löwdin charge.
CARTESIAN COORDINATES (ANGSTROEM)
Br (-0.969, -3.237, 5.707)  0.40
Cl (2.476, -1.973, 3.408)  0.12
Cl (2.168, 2.968, 6.457)  0.13
P (0.515, 2.419, 5.230)  0.45
P (2.883, -1.769, -4.058)  0.68
P (2.627, -0.537, 4.955)  0.43
P (-3.521, 1.820, -0.397)  0.68
Si (0.527, 0.170, 5.237)  0.04
Si (-1.605, -1.209, 6.573)  0.09
F (-0.342, -0.302, 3.856)  -0.25
O (1.583, -1.665, -4.836)  -0.22
O (0.831, 2.972, 3.645)  -0.41
O (-0.163, -0.281, 6.722)  -0.37
O (3.869, -1.286, -5.303)  -0.24
O (4.304, -2.079, -3.178)  -0.21
O (-2.657, 1.742, 1.064)  -0.21
O (-2.050, 1.785, -1.165)  -0.24
O (-3.615, 3.452, -0.178)  -0.22
O (3.539, 0.776, 4.341)  -0.44
O (-4.360, 1.734, -1.660)  -0.22
O (2.792, -0.320, -3.277)  -0.22
N (-2.340, -1.519, 8.175)  -0.08
C (-3.429, -1.442, 4.444)  -0.23
C (-3.650, -2.307, 3.601)  0.04
C (-4.901, 3.752, 1.859)  -0.09
C (5.638, -3.554, -4.621)  -0.08
C (-1.907, 1.092, -2.403)  -0.30
C (3.499, -1.558, -6.653)  -0.31
C (2.511, -0.875, -0.930)  -0.08
C (-4.812, 3.995, 0.366)  -0.30
C (4.887, -3.383, -3.313)  -0.28
C (-2.985, -0.378, 5.527)  -0.23
C (-2.346, 0.435, 1.574)  -0.29
C (-2.001, 2.051, -3.576)  -0.07
C (2.841, -0.347, -7.290)  -0.07
C (1.923, -0.208, -2.157)  -0.30
C (-1.192, -0.218, 0.836)  -0.08
H (1.788, 0.859, -1.964)  0.12
H (-0.807, -1.073, 1.397)  0.07
H (-1.132, 2.713, -3.590)  0.08
H (-5.754, 4.283, 2.289)  0.08
H (-4.791, 5.070, 0.171)  0.12
H (6.282, -4.436, -4.586)  0.08
H (-5.682, 3.582, -0.152)  0.11
H (-1.626, -1.454, 8.910)  0.04
H (-5.019, 2.687, 2.077)  0.06
H (0.785, 2.160, 3.086)  0.03
H (-3.239, -0.194, 1.540)  0.10
H (-3.018, -0.741, 8.268)  0.03
H (3.572, 0.455, -7.416)  0.08
H (5.582, -3.505, -2.480)  0.12
H (3.527, -0.522, -0.742)  0.09
H (2.567, -1.959, -1.062)  0.07
H (-2.076, 0.562, 2.623)  0.08
H (-2.643, 0.288, -2.486)  0.11
H (-3.589, -3.300, 3.074)  0.07
H (-3.853, -0.127, 6.223)  0.09
H (-3.990, 4.083, 2.364)  0.08
H (2.044, 0.059, -6.664)  0.07
H (4.414, -1.801, -7.202)  0.11
H (-2.670, 0.571, 5.002)  0.07
H (-1.517, -0.592, -0.138)  0.07
H (-0.922, 0.617, -2.403)  0.09
H (2.855, -2.438, -6.710)  0.10
H (4.943, -3.695, -5.451)  0.06
H (4.109, -4.146, -3.206)  0.11
H (-2.040, 1.506, -4.519)  0.08
H (0.942, -0.628, -2.399)  0.09
H (1.899, -0.672, -0.047)  0.06
H (-0.380, 0.491, 0.663)  0.08
H (6.246, -2.677, -4.845)  0.09
H (2.428, -0.599, -8.266)  0.08
H (-2.878, 2.696, -3.505)  0.07
H (3.064, 1.140, 3.560)  0.03

=====

No. 2
ORCA calculation (ωB97M-V/def2-TZVPD) on one molecule with the formula C2H4N2O2S.

Properties
Relative energy (zero: lowest compared OMol25 entry of this formula, charge and spin) in eV: 5.073
LUMO in eV: 0.67
2S+1: 1
Total charge: 0

Each line ends with the natural charge from an NBO analysis.
CARTESIAN COORDINATES (ANGSTROEM)
S (1.658, 0.337, -0.255)  1.48
O (2.264, 1.528, 0.282)  -0.90
O (1.160, -0.765, 0.898)  -0.64
N (0.014, -2.391, -0.171)  -0.12
N (-0.044, -1.354, 0.330)  0.14
C (-0.998, -0.247, 0.346)  -0.28
C (-0.241, 0.744, -0.614)  -0.64
H (-0.354, 1.849, -0.294)  0.25
H (-1.814, -0.675, -0.217)  0.24
H (-1.184, 0.070, 1.327)  0.24
H (-0.461, 0.904, -1.630)  0.24

=====

No. 3
ORCA calculation (ωB97M-V/def2-TZVPD) on one molecule with the formula C4H8OS.

Properties
Relative energy (zero: lowest compared OMol25 entry of this formula, charge and spin) in eV: 5.564
LUMO (spin up / spin down) in eV: 0.81 / -2.16
2S+1: 3
Total charge: 0
Expectation value of S²: 2.023

Each line ends with the natural charge from an NBO analysis.
CARTESIAN COORDINATES (ANGSTROEM)
S (-0.837, 0.417, -0.093)  1.67
O (-1.850, 0.701, 0.906)  -0.93
C (1.336, -0.935, 0.913)  -0.32
C (-1.330, 0.861, -1.604)  -1.00
C (0.829, 1.232, 0.288)  -0.51
C (-0.034, -1.364, 0.466)  -0.66
H (-2.345, 0.769, -1.853)  0.24
H (1.291, -0.712, 1.943)  0.20
H (-0.823, 0.536, -2.415)  0.21
H (2.109, -1.104, 0.134)  0.21
H (-0.498, -2.038, 1.117)  0.24
H (0.725, 1.965, 1.179)  0.22
H (-0.111, -1.910, -0.515)  0.21
H (1.537, 1.583, -0.466)  0.21

=====

No. 4
ORCA calculation (ωB97M-V/def2-TZVPD) on a 2-piece molecular cluster, C2H4N2OS overall.

Properties
Relative energy (zero: lowest compared OMol25 entry of this formula, charge and spin) in eV: 3.381
LUMO in eV: -0.21
2S+1: 1
Total charge: 0

Each line ends with the natural charge from an NBO analysis.
CARTESIAN COORDINATES (ANGSTROEM)
S (-1.168, 0.743, -0.069)  1.22
O (-0.216, 0.389, -1.128)  -0.96
N (1.053, -1.924, -0.775)  -0.84
N (0.154, -1.531, 1.466)  -0.43
C (-0.788, 2.171, 0.645)  -0.74
C (0.544, -1.669, 0.390)  0.42
H (0.042, 2.862, 0.462)  0.24
H (0.279, -2.316, -1.316)  0.41
H (-1.478, 2.301, 1.526)  0.23
H (1.579, -1.026, -1.200)  0.44

=====

No. 5
ORCA calculation (ωB97M-V/def2-TZVPD) on a 2-piece molecular cluster, C3H8O2 overall.

Properties
Relative energy (zero: lowest compared OMol25 entry of this formula, charge and spin) in eV: 3.239
LUMO in eV: 0.57
2S+1: 1
Total charge: 0

Each line ends with the natural charge from an NBO analysis.
CARTESIAN COORDINATES (ANGSTROEM)
O (-0.098, 1.460, -1.122)  -0.73
O (0.181, -2.472, -0.341)  -0.71
C (-0.161, 1.278, 0.291)  -0.06
C (-0.611, -0.227, 0.555)  -0.46
C (0.569, -1.090, 0.115)  -0.09
H (0.238, 2.340, -1.300)  0.47
H (-0.955, -0.268, 1.640)  0.21
H (-1.521, -0.475, 0.019)  0.22
H (1.439, -1.174, 0.945)  0.18
H (0.792, 1.463, 0.773)  0.16
H (1.067, -0.458, -0.772)  0.19
H (-0.056, -2.349, -1.626)  0.45
H (-0.884, 1.971, 0.823)  0.16